16
Properties=species:S:1:pos:R:3:forces:R:3 method="wB97M-V/def2-TZVPD" multiplicity=1 e_above_lowest_kcal_mol=99.8 e_tot_ev=-7390.4371 homo_energy_ev="-7.98 / -7.98"
C -2.13593 -0.89569 0.10854 -0.7 -0.8 -0.7
O -0.90096 -0.58229 0.63470 1.1 -1.0 -0.3
C -0.05091 0.96924 -0.24962 1.3 2.3 -1.2
C 0.54829 1.93476 0.44820 0.1 0.4 0.2
C 0.63879 -0.22007 -0.59416 -1.3 -0.9 0.9
C 1.85299 -0.75417 0.09020 -0.3 -0.1 0.3
H -2.99951 -0.65150 0.73618 0.4 0.3 0.6
H -2.24696 -1.95655 -0.08299 0.1 -0.6 -0.1
H -2.39017 -0.41824 -0.84307 0.3 0.4 -0.3
H -0.93084 1.20914 -0.83136 -0.1 -0.1 0.0
H 1.48778 1.75470 0.95131 0.0 0.2 0.0
H 0.10376 2.91481 0.50174 -0.1 0.1 0.3
H 0.53338 -0.54725 -1.63746 -0.5 -0.3 0.5
H 1.77790 -1.84528 0.09084 0.1 0.1 0.0
H 1.92966 -0.40762 1.12156 0.0 0.0 -0.1
H 2.78274 -0.50397 -0.44463 -0.4 0.1 0.0



87
Properties=species:S:1:pos:R:3:forces:R:3 method="wB97M-V/def2-TZVPD" multiplicity=3 e_above_lowest_kcal_mol=12.3 e_tot_ev=-115084.9544 homo_energy_ev="-7.14 / -7.46"
Ni 2.73860 -0.70051 0.32808 -0.2 -0.1 -0.3
O 2.87200 -0.72523 4.56988 0.0 0.0 0.0
C 2.48348 -0.62211 3.29427 0.0 0.0 0.0
O 3.04646 0.08657 2.49723 -0.1 0.0 -0.1
C 1.22940 -1.42271 3.03866 0.1 0.0 0.0
O 1.00306 -1.66230 1.66618 0.0 0.1 0.1
C 1.21632 -3.03886 1.31015 0.0 0.0 0.0
C 2.70101 -3.42802 1.33599 0.0 0.0 -0.1
O 2.99691 -4.58920 1.55434 0.0 0.0 0.0
O 3.48996 -2.44230 1.09802 -0.1 -0.1 0.2
H 3.65327 -0.16165 4.67631 0.0 0.0 0.0
H 0.41366 -0.81077 3.43366 0.0 0.0 0.0
H 1.26597 -2.34971 3.61403 0.0 0.0 0.0
H 0.82429 -3.14849 0.29795 0.0 0.0 0.0
H 0.65310 -3.69170 1.97848 0.0 0.0 0.0
O 5.53706 -1.12921 0.26659 0.0 -0.1 -0.1
N 4.56809 -0.69042 -0.60000 0.0 0.2 0.4
C 5.03988 -0.10518 -1.61743 0.1 0.0 -0.1
C 4.22444 0.36870 -2.73795 0.0 0.1 0.0
C 4.94815 0.59957 -3.91694 0.0 0.0 0.1
C 4.33270 1.01075 -5.07991 0.0 0.0 0.0
C 2.95914 1.21303 -5.08276 0.0 0.0 0.0
C 2.23925 0.99564 -3.92437 0.0 0.0 0.1
C 2.84056 0.57011 -2.73509 -0.2 0.1 -0.1
P 1.65504 0.37199 -1.30232 1.3 -0.2 -0.3
C 0.50046 -0.74886 -2.16498 -0.3 -0.1 0.2
C -0.87154 -0.58776 -2.30563 0.0 0.1 -0.2
C -1.66467 -1.60969 -2.81621 0.0 0.0 0.0
C -1.08979 -2.81433 -3.17911 0.0 0.0 0.0
C 0.28497 -2.98624 -3.05151 0.0 0.0 0.0
C 1.07422 -1.96524 -2.55219 -0.1 0.0 0.1
C 1.11303 2.11398 -1.26412 -0.4 -0.1 0.3
C -0.20879 2.51491 -1.10440 0.0 0.0 -0.2
C -0.53560 3.84620 -0.87943 0.0 0.0 0.0
C 0.47001 4.79406 -0.79452 0.0 0.0 0.0
C 1.79810 4.40307 -0.93221 0.0 0.0 0.0
C 2.12103 3.07605 -1.16022 -0.1 0.0 0.1
H 5.03614 -1.80073 0.79129 0.0 0.0 0.0
H 6.12075 -0.01122 -1.69994 0.0 -0.1 -0.1
H 6.01999 0.44109 -3.90477 0.0 0.0 0.0
H 4.91705 1.17124 -5.97643 0.0 0.0 0.0
H 2.45138 1.54237 -5.97999 0.0 0.0 0.0
H 1.16830 1.16355 -3.93622 0.0 0.0 0.0
H -1.32874 0.35311 -2.04129 -0.1 -0.2 -0.1
H -2.73224 -1.45908 -2.91606 0.0 0.0 0.0
H -1.70520 -3.61936 -3.55916 0.0 0.0 0.0
H 0.74331 -3.92674 -3.32934 0.0 0.0 0.0
H 2.14152 -2.12062 -2.44002 0.0 0.0 0.0
H -1.00287 1.78501 -1.16222 0.1 0.2 0.2
H -1.57509 4.12703 -0.76137 0.0 0.0 0.0
H 0.22733 5.83409 -0.61843 0.0 0.0 0.0
H 2.59042 5.13703 -0.85581 0.0 0.0 0.0
H 3.16231 2.78687 -1.23938 0.0 0.0 0.0
C -5.74274 2.68682 -0.32399 0.0 0.0 0.0
C -4.84062 2.40083 -1.33577 0.0 0.0 0.0
C -3.69130 1.66708 -1.06219 0.1 0.0 -0.1
C -3.41143 1.18953 0.21706 0.1 0.1 0.2
C -4.33953 1.49571 1.22208 0.0 0.0 0.0
C -5.48520 2.23211 0.96247 0.0 0.0 0.0
Si -1.93502 0.11934 0.78890 -0.5 0.0 -0.1
C -2.65552 -1.59657 0.97275 0.0 0.0 0.1
C -2.16906 -2.51944 1.90308 0.0 0.0 0.0
C -2.72655 -3.78395 2.02426 0.0 0.0 0.0
C -3.78473 -4.15625 1.20717 0.0 0.0 0.0
C -4.28664 -3.25449 0.27770 0.0 0.0 0.0
C -3.72974 -1.98975 0.16580 0.1 0.0 0.0
C -1.27999 0.80362 2.41046 0.1 -0.1 0.0
C -0.11772 1.58069 2.41353 0.0 0.0 0.0
C 0.40841 2.08041 3.59769 0.0 0.0 0.0
C -0.21633 1.80285 4.80560 0.0 0.0 0.0
C -1.36720 1.02427 4.82531 0.0 0.0 0.0
C -1.89182 0.53031 3.63880 0.0 -0.1 0.0
H -6.63553 3.26240 -0.53284 0.0 0.0 0.0
H -5.02488 2.74829 -2.34490 0.0 0.0 0.0
H -3.01124 1.49424 -1.88846 0.0 -0.1 0.0
H -4.17479 1.15419 2.23761 0.0 0.0 0.0
H -6.17643 2.45059 1.76703 0.0 0.0 0.0
H -1.34437 -2.24379 2.54870 0.0 0.0 0.0
H -2.33379 -4.47976 2.75554 0.0 0.0 0.0
H -4.21997 -5.14345 1.29668 0.0 0.0 0.0
H -5.11807 -3.53514 -0.35690 0.0 0.0 0.0
H -4.14232 -1.29268 -0.55498 0.0 0.0 0.0
H 0.40290 1.78186 1.48393 0.0 0.0 0.0
H 1.31380 2.67425 3.57322 0.0 0.0 0.0
H 0.19331 2.18682 5.73159 0.0 0.0 0.0
H -1.85161 0.79453 5.76612 0.0 0.0 0.0
H -2.77189 -0.10327 3.67755 0.0 0.0 0.0



Which of these has the lowest multiplicity? C5H10O